Below is an isolated molecule of C14H13N3O5S at a distorted geometry, with properties calculated with ωB97M-V with the def2-TZVPD basis set.

Calculated values
Relative energy (zero: lowest compared OMol25 entry of this formula, charge and spin) in kJ/mol: 69.73
HOMO-LUMO gap in eV: 8.537
E in eV: -40269.262
Structure (SMILES): CC(=O)Nc1ccccc1NS(=O)(=O)c1ccccc1[N+](=O)[O-]

Element x y z (Å)
C1 1.794026 3.515545 -1.011575
C2 1.910593 2.339374 -0.080408
O1 1.612122 2.376953 1.094463
N1 2.396151 1.209048 -0.675054
C3 2.549046 -0.034668 -0.043738
C4 3.715927 -0.766992 -0.237868
C5 3.896201 -1.979773 0.398501
C6 2.912160 -2.477772 1.236970
C7 1.733177 -1.775484 1.407316
C8 1.539074 -0.560243 0.767585
N2 0.274828 0.071223 0.864400
S1 -0.483077 0.296172 -0.593556
O2 0.168748 -0.514528 -1.582013
O3 -0.741016 1.665081 -0.933922
C9 -2.090663 -0.482102 -0.301609
C10 -2.306905 -1.738854 -0.834053
C11 -3.559534 -2.327624 -0.750079
C12 -4.612088 -1.643519 -0.160263
C13 -4.408450 -0.379889 0.365641
C14 -3.141571 0.188204 0.305624
N3 -2.937354 1.474066 0.931622
O4 -3.842129 2.270946 0.868436
O5 -1.892708 1.631298 1.519649
H1 0.846233 3.409772 -1.538336
H2 1.765772 4.432483 -0.430209
H3 2.607468 3.551752 -1.731397
H4 2.721698 1.267875 -1.628476
H5 4.482606 -0.373344 -0.889401
H6 4.808330 -2.535706 0.242693
H7 3.054984 -3.421480 1.740651
H8 0.939650 -2.161603 2.027846
H9 0.285804 0.930393 1.415117
H10 -1.479250 -2.225405 -1.324872
H11 -3.717867 -3.313478 -1.159191
H12 -5.591892 -2.092563 -0.110204
H13 -5.210086 0.174850 0.829704

Atoms 1-3, force components in eV/Å:
C -0.1779 0.0437 0.1639
C 0.4789 0.3687 -0.2065
O -0.0780 0.1617 0.3004

Atomic partial charges in e from the Löwdin method, atoms 1 to 6: number 1, C, carries 0.0134; number 2, C, carries -0.5294; number 3, O, carries 0.0652; number 4, N, carries 0.1247; number 5, C, carries -0.1907; number 6, C, carries -0.0088

=====

Below is a cluster of 8 separate species, C47H112N8O8 in total at a distorted geometry, with properties calculated with ωB97M-V with the def2-TZVPD basis set.

Calculated values
Relative energy (zero: lowest compared OMol25 entry of this formula, charge and spin) in kJ/mol: 422.93
HOMO-LUMO gap in eV: 8.442
E in eV: -78846.077
Structure (SMILES): CC1(C)CCCC(C)(C)N1O.CC1(C)CCCC(C)(C)N1O.CC1(C)CCCC(C)(C)N1O.COC[C@H](C)N.COC[C@H](C)N.COC[C@H](C)N.COC[C@H](C)N.COC[C@H](C)N

Element x y z (Å)
C1 -2.713004 -1.061896 -3.715402
C2 -3.038564 -1.722156 -5.079442
C3 -1.809834 -1.711276 -5.895772
C4 -3.460174 -3.226496 -4.766722
C5 -4.902834 -3.479016 -4.189882
C6 -5.954784 -2.705046 -5.034322
C7 -5.596154 -1.223506 -5.311752
C8 -6.552224 -0.758406 -6.506612
C9 -5.953784 -0.405626 -4.043792
N1 -4.182644 -1.062636 -5.802312
O1 -3.919454 0.224914 -6.147062
H1 -3.347164 -1.387706 -2.890902
H2 -1.698924 -1.239856 -3.357532
H3 -2.805944 0.024104 -3.707002
H4 -1.974174 -2.088766 -6.905032
H5 -1.455954 -0.687956 -6.021032
H6 -1.003694 -2.261126 -5.410082
H7 -3.290534 -3.886666 -5.617302
H8 -2.781014 -3.649316 -4.026402
H9 -4.958334 -4.562636 -4.085982
H10 -4.959384 -3.025576 -3.200292
H11 -6.877744 -2.829946 -4.468072
H12 -6.221964 -3.306146 -5.903452
H13 -7.620814 -0.831386 -6.304402
H14 -6.359934 -1.230286 -7.470172
H15 -6.491074 0.322924 -6.629442
H16 -5.372724 0.508334 -3.920742
H17 -5.649094 -0.950836 -3.150472
H18 -7.012454 -0.154976 -3.976752
H19 -3.362564 0.181164 -6.927812
C10 1.477526 0.318624 -5.362502
C11 2.134366 0.588514 -3.910222
C12 0.973966 0.655824 -2.867952
C13 3.012626 -0.653236 -3.613552
C14 3.923636 -0.501396 -2.475442
C15 4.718516 0.818244 -2.660822
C16 3.896636 2.061284 -2.992172
C17 3.275926 2.605634 -1.757212
C18 5.015346 3.101184 -3.468272
N2 2.931206 1.796874 -4.026852
O2 2.309546 2.943304 -4.497582
H20 0.882696 -0.594036 -5.326002
H21 0.798126 1.115894 -5.663952
H22 2.199666 0.212694 -6.172062
H23 1.226546 0.389744 -1.841552
H24 0.386946 1.566654 -2.985862
H25 0.250176 -0.146256 -3.012492
H26 2.429516 -1.504406 -3.261992
H27 3.709596 -0.853186 -4.427402
H28 3.360126 -0.388526 -1.549262
H29 4.628996 -1.326786 -2.378902
H30 5.397186 0.648324 -3.496662
H31 5.351236 0.906564 -1.777662
H32 2.647846 1.902474 -1.210232
H33 2.548616 3.370804 -2.028552
H34 3.980006 3.060454 -1.060432
H35 4.606046 3.964744 -3.992522
H36 5.656166 2.635814 -4.217192
H37 5.525826 3.619664 -2.656682
H38 2.896736 3.133164 -5.232952
C19 5.991296 3.875464 2.319348
C20 5.909736 2.807814 3.401938
C21 6.408946 3.215904 4.743698
C22 4.387126 2.400204 3.691538
C23 3.645576 1.588204 2.691658
C24 4.513186 0.264384 2.529318
C25 6.010396 0.481524 2.187978
C26 6.725036 -0.857396 2.441968
C27 6.236356 0.757244 0.614618
N3 6.662156 1.585044 3.003538
O3 7.993246 1.861744 2.660738
H39 5.649066 3.504674 1.353168
H40 5.435636 4.783304 2.554208
H41 7.023176 4.135524 2.083318
H42 5.787226 4.026224 5.124428
H43 6.493746 2.373074 5.429658
H44 7.358146 3.746444 4.668458
H45 4.307956 1.892144 4.652638
H46 3.747446 3.281084 3.746058
H47 2.636626 1.506654 3.095968
H48 3.511986 2.128864 1.754678
H49 4.043466 -0.310796 1.731428
H50 4.421886 -0.296336 3.459578
H51 7.742246 -0.844046 2.050548
H52 6.135246 -1.713896 2.115398
H53 6.944046 -0.962146 3.504588
H54 5.724876 -0.022216 0.049858
H55 7.254686 0.850964 0.237358
H56 5.834036 1.656774 0.148698
H57 7.883486 2.148494 1.751158
C28 3.043796 -3.802456 -2.007102
O4 1.855106 -4.527836 -1.672882
C29 1.682986 -4.966636 -0.315032
C30 0.361966 -5.904906 -0.266372
C31 0.086516 -6.446016 1.150388
N4 0.456216 -7.083046 -1.153962
H58 3.928886 -4.392976 -1.770442
H59 2.895156 -2.782466 -1.652662
H60 2.893276 -3.686636 -3.080432
H61 2.599406 -5.442876 0.033468
H62 1.604766 -4.080606 0.315008
H63 -0.597024 -5.462336 -0.535772
H64 -0.380264 -5.702886 1.796908
H65 0.996186 -6.811906 1.626548
H66 -0.629034 -7.267926 1.173508
H67 0.879846 -6.841126 -2.038332
H68 1.111146 -7.792206 -0.856862
C32 -1.623084 -2.652846 3.052278
O5 -1.979914 -1.487716 2.214398
C33 -1.627894 -1.515096 0.794668
C34 -0.247104 -2.113236 0.419108
C35 0.946176 -1.137486 0.943708
N5 -0.194064 -2.218486 -1.031772
H69 -1.901514 -3.608686 2.608488
H70 -2.223964 -2.524876 3.952648
H71 -0.562034 -2.669756 3.301238
H72 -2.359834 -1.918476 0.094908
H73 -1.644694 -0.450856 0.559678
H74 -0.136664 -3.062036 0.944158
H75 1.013286 -0.191946 0.405598
H76 1.969456 -1.512156 0.968698
H77 0.754946 -0.780166 1.955558
H78 0.610896 -2.782786 -1.263522
H79 -0.019284 -1.327916 -1.474972
C36 -1.652414 3.056954 -1.686692
O6 -1.603224 3.590404 -0.377382
C37 -0.529764 3.077494 0.451708
C38 -0.327474 3.977444 1.680108
C39 0.934386 3.780564 2.434578
N6 -1.444024 3.816014 2.625498
H80 -2.682274 3.043214 -2.043462
H81 -1.222224 2.055464 -1.694922
H82 -0.964494 3.556654 -2.368732
H83 -0.781014 2.095414 0.852328
H84 0.331916 3.006944 -0.212092
H85 -0.333574 5.027834 1.388978
H86 1.795836 3.908084 1.779028
H87 0.811946 2.765204 2.811618
H88 1.153086 4.455784 3.261838
H89 -2.324264 3.895914 2.136728
H90 -1.338324 2.826064 2.795558
C40 -1.947924 2.632874 8.113598
O7 -1.528634 1.759144 7.072368
C41 -1.982454 2.006204 5.724418
C42 -1.866554 0.741834 4.814608
C43 -0.457324 0.162754 4.903968
N7 -2.132654 1.011064 3.431698
H91 -1.862224 3.695344 7.885748
H92 -1.437444 2.347244 9.033338
H93 -3.024404 2.522894 8.244768
H94 -3.041684 2.263344 5.728888
H95 -1.535414 2.838154 5.180248
H96 -2.624884 0.100124 5.263208
H97 -0.351614 -0.634446 4.168178
H98 -0.148054 -0.258076 5.860708
H99 0.287926 0.912144 4.637318
H100 -3.064744 1.391864 3.352248
H101 -1.954984 0.124464 2.981718
C44 -5.170374 2.855544 3.675048
O8 -5.279654 1.642974 2.902188
C45 -6.379844 0.815544 3.266568
C46 -6.512324 -0.470116 2.415148
C47 -7.951224 -0.948996 2.600448
N8 -5.594004 -1.570906 2.778338
H102 -4.280844 3.428554 3.413348
H103 -5.193824 2.675894 4.749888
H104 -6.066824 3.438674 3.464258
H105 -6.397284 0.492984 4.307598
H106 -7.241074 1.472794 3.146538
H107 -6.420384 -0.361176 1.334508
H108 -8.198744 -1.896666 2.122168
H109 -8.751864 -0.301376 2.243158
H110 -8.074534 -1.188426 3.656658
H111 -4.631144 -1.306866 2.625738
H112 -5.813264 -2.507136 2.469298

Atoms 1-3, force components in eV/Å:
C -0.1372 0.5315 0.5466
C -2.1948 -0.9022 2.1445
C 0.7966 0.5231 -1.1638

Atomic partial charges in e from the Löwdin method, atoms 1 to 6: number 1, C, carries -0.0312; number 2, C, carries -0.4777; number 3, C, carries -0.0633; number 4, C, carries -0.1121; number 5, C, carries -0.1588; number 6, C, carries -0.1470

=====

Below is a structure of composition C35H84F6O13Zn at a distorted geometry, with properties calculated with ωB97M-V with the def2-TZVPD basis set.

Calculated values
Relative energy (zero: lowest compared OMol25 entry of this formula, charge and spin) in kJ/mol: 809.94
HOMO-LUMO gap in eV: 3.090
E in eV: -128985.856

Element x y z (Å)
Zn1 -21.298590 -10.122360 15.963890
C1 -17.924830 -11.750810 19.576110
O1 -16.879020 -11.119320 18.934930
O2 -19.118920 -11.330750 18.925700
C2 -17.687370 -13.311650 19.870490
F1 -17.801840 -14.043400 18.726080
F2 -16.493390 -13.546300 20.377560
F3 -18.539940 -13.819390 20.720460
C3 -15.706620 -10.769550 19.653470
C4 -14.645430 -10.469190 18.556630
H1 -14.983560 -9.532990 18.112460
H2 -13.657630 -10.368420 19.006300
H3 -14.523710 -11.285900 17.845110
H4 -15.294160 -11.551280 20.291340
H5 -15.960900 -9.929010 20.299170
H6 -18.077220 -11.246790 20.530490
C5 -21.080600 -6.189620 15.052560
O3 -20.998190 -7.098180 13.976560
O4 -21.827660 -6.988330 15.995410
C6 -19.618250 -5.673210 15.402120
F4 -19.014190 -5.037060 14.444280
F5 -19.634400 -4.815280 16.418850
F6 -18.812090 -6.746030 15.640410
C7 -20.786750 -6.545850 12.625160
C8 -20.995680 -7.758480 11.736140
H7 -20.771530 -7.484250 10.705290
H8 -20.339480 -8.590310 11.992190
H9 -22.029810 -8.102320 11.714570
H10 -19.737770 -6.249870 12.613240
H11 -21.393760 -5.674200 12.380510
H12 -21.588390 -5.279800 14.732430
C9 -12.942850 -7.825240 12.430110
C10 -14.289130 -7.138650 12.691450
C11 -14.289130 -5.639150 12.358220
O5 -15.366880 -7.814260 12.092410
H13 -12.833610 -8.887020 12.650910
H14 -12.124160 -7.288050 12.908940
H15 -12.671110 -7.869890 11.375470
H16 -14.579720 -7.286430 13.731560
H17 -13.518900 -5.080470 12.889950
H18 -15.260900 -5.166600 12.501240
H19 -14.053030 -5.550810 11.297770
H20 -15.183560 -7.833610 11.150280
C12 -25.019660 -12.855590 20.778150
C13 -25.115010 -11.464040 21.345090
C14 -24.429260 -11.287660 22.690240
O6 -24.420890 -10.581870 20.489970
H21 -24.007430 -13.235350 20.639380
H22 -25.605290 -13.050570 19.879750
H23 -25.434450 -13.514340 21.541110
H24 -26.125560 -11.061700 21.415870
H25 -24.504690 -10.263660 23.056070
H26 -23.380530 -11.556010 22.817760
H27 -24.996530 -11.894900 23.395620
H28 -23.540170 -10.960750 20.441170
C15 -22.408840 -18.741650 16.411730
C16 -22.067870 -19.355120 15.062010
C17 -20.550620 -19.447700 14.862810
O7 -22.683800 -20.609880 15.059850
H29 -22.106070 -17.694650 16.426380
H30 -21.828370 -19.257230 17.176800
H31 -23.453560 -18.905390 16.676020
H32 -22.503490 -18.775450 14.248180
H33 -20.207190 -18.437020 14.642170
H34 -20.263560 -20.171890 14.100420
H35 -20.048970 -19.760170 15.778680
H36 -22.856010 -20.921470 14.168300
C18 -17.358110 -21.475790 24.343650
C19 -16.452760 -21.104770 23.130880
C20 -17.038860 -20.014380 22.221040
O8 -15.203540 -20.702960 23.558810
H37 -16.916660 -22.279050 24.933570
H38 -18.286010 -21.875580 23.934650
H39 -17.514310 -20.640350 25.026100
H40 -16.316110 -22.013710 22.545010
H41 -17.495640 -19.207770 22.794480
H42 -17.921680 -20.405770 21.715530
H43 -16.367710 -19.576000 21.482480
H44 -14.647480 -20.629510 22.779700
C21 -5.607340 -7.841910 17.177460
C22 -6.928830 -7.988930 16.366430
C23 -7.966770 -8.802790 17.155580
O9 -7.422280 -6.723940 16.042530
H45 -4.952660 -7.187020 16.602470
H46 -5.036320 -8.766840 17.258290
H47 -5.771100 -7.494270 18.197470
H48 -6.877090 -8.584240 15.454820
H49 -8.187680 -8.286260 18.089660
H50 -7.623690 -9.813110 17.378400
H51 -8.881380 -8.883740 16.568170
H52 -7.940920 -6.406950 16.785590
C24 -7.541700 -14.315070 14.708520
C25 -8.769640 -15.311870 14.741740
C26 -10.015140 -14.631400 15.272390
O10 -9.021510 -15.773280 13.458150
H53 -7.137850 -13.947200 15.651750
H54 -7.793940 -13.429890 14.124620
H55 -6.727290 -14.819840 14.188850
H56 -8.486130 -16.180620 15.335870
H57 -10.865960 -15.275880 15.493390
H58 -10.337810 -13.898670 14.532740
H59 -9.722210 -14.282270 16.262550
H60 -8.233470 -16.246830 13.181860
C27 -18.204850 -13.012500 12.139080
C28 -17.932750 -12.744210 13.661150
C29 -16.481420 -12.910150 13.945220
O11 -18.398770 -11.442880 13.947310
H61 -17.676030 -12.332760 11.470940
H62 -19.274940 -12.959790 11.938520
H63 -17.856660 -14.036980 12.007590
H64 -18.407970 -13.519560 14.262060
H65 -16.256700 -13.100040 14.994760
H66 -15.900140 -12.067050 13.571850
H67 -16.066330 -13.741820 13.375910
H68 -17.794920 -10.805130 13.559690
C30 -20.036030 -4.606710 22.295540
C31 -20.451370 -6.059110 22.072270
C32 -19.788900 -6.993130 23.101710
O12 -21.864370 -6.178730 22.072300
H69 -20.305290 -3.915900 21.496560
H70 -18.949220 -4.586800 22.376420
H71 -20.368670 -4.170560 23.237470
H72 -20.028070 -6.284860 21.093520
H73 -18.725480 -7.185350 22.959210
H74 -20.273000 -7.958630 22.954880
H75 -19.919620 -6.652910 24.128970
H76 -22.214560 -5.775460 22.870010
C33 -13.265750 -4.472140 19.403950
C34 -12.681940 -4.040150 18.022090
C35 -13.013410 -2.547870 17.749810
O13 -11.317160 -4.247350 18.089290
H77 -12.827800 -5.402450 19.765650
H78 -14.349030 -4.588210 19.370340
H79 -13.021330 -3.715590 20.149610
H80 -13.023720 -4.625940 17.168790
H81 -12.850700 -1.951510 18.647580
H82 -14.060780 -2.532210 17.448380
H83 -12.291650 -2.106040 17.062820
H84 -10.987750 -3.696720 18.803360

Atoms 1-3, force components in eV/Å:
Zn 0.5238 1.2643 0.2793
C -2.3869 1.4581 -1.3490
O 0.6897 -1.0261 -0.4900

Atomic partial charges in e from the Löwdin method, atoms 1 to 6: number 1, Zn, carries 0.8743; number 2, C, carries -0.3762; number 3, O, carries -0.0845; number 4, O, carries -0.0820; number 5, C, carries -0.5744; number 6, F, carries 0.1213